#w
Density functional theory data (the ωB97M-V functional and the def2-TZVPD basis) for 2 unconnected molecules or ions with the total composition CH8N3S2.

Its HOMO-LUMO gap is 0.336 Ha. Its charge is +1. The lowest unoccupied orbital energy is -3.42 eV. The HOMO energy is -0.461 Ha.

Geometry (Å):
N (-1.54, -0.05, 0.69)
N (-1.10, -1.58, -0.99)
S (0.80, 1.22, -1.11)
H (-2.04, -3.21, 0.59)
H (-2.30, -2.17, 1.93)
C (-1.49, -1.30, 0.27)
N (-1.78, -2.37, 1.10)
H (1.07, -0.14, -1.19)
H (-0.77, -0.85, -1.58)
H (-0.95, 0.68, 0.32)
H (1.39, 2.40, 1.08)
S (2.07, 1.38, 0.56)
H (-1.63, -0.04, 1.68)
H (-0.91, -2.52, -1.24)

---

#x
Density functional theory data (the ωB97M-V functional and the def2-TZVPD basis) for 2 unconnected molecules or ions with the total composition CH8N3S2.

Its HOMO-LUMO gap is 0.339 Ha. Its charge is +1. The lowest unoccupied orbital energy is -3.30 eV. The HOMO energy is -0.460 Ha.

Geometry (Å):
S (2.37, -0.84, -1.44)
N (-1.30, -1.03, -0.34)
C (-1.17, 0.19, 0.20)
H (-2.82, -0.02, 1.33)
H (1.90, -1.86, -0.70)
H (-2.13, 1.56, 1.31)
N (-0.26, 1.04, -0.26)
H (3.40, 1.13, -0.15)
S (3.71, -0.16, 0.03)
H (0.55, 0.67, -0.76)
H (-1.69, -1.76, 0.24)
H (-0.54, -1.35, -0.94)
N (-2.02, 0.57, 1.16)
H (-0.02, 1.83, 0.33)

---

Least stable: #w